Below is C3H4O2S in the gas phase, with properties calculated with the ωB97M-V functional and the def2-TZVPD basis.

Atoms and positions in Å:
C1 -0.156 0.768 -0.248
C2 1.125 1.043 -0.038
C3 -0.706 -0.722 -0.332
O1 0.319 -1.423 -0.559
O2 -1.397 -1.190 0.797
S1 2.389 -0.070 0.252
H1 -0.745 1.509 -0.578
H2 1.480 2.048 0.224
H3 -1.492 -0.772 -1.113
H4 -0.818 -1.191 1.594

Computed properties:
Energy relative to the best compared isomer or geometry (same formula, charge and spin) ... 4.8148 eV
Kohn-Sham gap (spin up / spin down) ... 6.5 / 6.2 eV
2S+1 ... 1
LUMO energy (spin up / spin down) ... -2.7 / -3.1 eV

Partial charges, Löwdin, in e: atom 1 (C): -0.03, atom 2 (C): -0.57, atom 3 (C): -0.62, atom 4 (O): -0.06, atom 5 (O): -0.01, atom 6 (S): 0.86, atom 7 (H): 0.07, atom 8 (H): 0.07, atom 9 (H): 0.18, atom 10 (H): 0.11